A molecular structure, C33H33BrNO4PS3 in a non-equilibrium geometry, computed with ωB97M-V/def2-TZVPD.

Charge = 0
Highest occupied orbital energy = -9.184 eV
Multiplicity = 1
HOMO-LUMO gap = 8.663 eV
LUMO = -0.52 eV
F_max = 3.00 eV Å⁻¹
Calculated total energy = -156269.797 eV

Geometry as XYZ:
```
76
Properties=species:S:1:pos:R:3:forces:R:3
H -1.992349 3.628699 2.017752 0.006 -0.014 0.000
O 1.068309 -6.505358 -0.556120 0.613 0.764 -0.458
H 7.323849 -3.816151 5.665378 -0.005 0.011 -0.016
C 9.014573 -1.310641 0.233865 -0.011 0.007 -0.021
H -0.908454 -0.734713 -0.051132 -0.054 -0.013 0.041
H 4.334192 -1.903224 2.229604 0.039 -0.007 0.019
H 8.591538 0.212360 -2.761016 -0.002 0.000 0.017
C 6.360728 -4.129896 3.773816 0.018 0.000 0.008
H -2.989965 -0.458019 1.231480 0.005 0.015 0.030
H -4.835151 7.698012 0.754595 -0.006 -0.016 -0.004
H -3.872364 3.566879 0.180990 -0.012 0.017 -0.029
S 2.439603 -1.528264 0.272396 0.492 0.418 -0.899
H -9.920815 4.490408 -4.931983 0.012 -0.007 0.010
H -3.157748 5.885573 0.651527 -0.015 -0.007 -0.004
C 6.147318 -2.120414 5.079365 0.006 -0.004 0.007
C -5.947009 4.079555 -0.001718 0.001 0.031 0.032
C -6.489551 6.399297 0.327463 0.008 -0.003 -0.015
H 4.891398 -0.591499 4.249038 0.011 -0.014 -0.005
C 1.318230 -4.409769 -1.490110 -0.075 0.737 -0.513
H -6.024945 4.270836 -3.171333 -0.021 -0.005 0.017
H -7.224695 7.193195 0.373954 0.010 -0.011 -0.006
C 1.826173 -2.291121 -0.941952 -0.144 1.336 2.677
C 6.707395 -0.728086 -0.109129 -0.015 -0.017 0.011
C -4.205520 5.664280 0.486219 0.005 0.008 0.013
C -2.627959 1.597649 1.715473 0.235 0.160 -0.034
H 6.394992 -1.545282 5.962840 -0.011 -0.012 -0.010
H 9.789513 -1.748491 0.850820 -0.014 0.004 -0.008
H 6.252809 0.251966 -1.963487 0.011 -0.005 0.010
S 2.700072 -6.269813 -0.646311 2.244 -1.386 -0.154
C -5.147056 6.682662 0.542737 0.004 0.013 0.003
C 6.671530 -3.394986 4.910366 0.017 0.008 -0.007
C 5.304349 -1.583905 4.115611 -0.011 0.027 -0.006
Br 0.994277 -4.621165 1.412180 -0.059 -0.001 -0.330
C 8.341842 -0.207703 -1.794531 -0.001 0.011 -0.007
H -1.977521 -4.963558 -1.683649 0.480 -0.583 -0.048
O 2.686680 -4.695138 -1.088997 -0.752 -1.314 0.488
C -0.578495 2.517914 0.839838 -0.143 -0.037 0.069
C -4.605626 4.361685 0.218810 -0.021 -0.020 -0.050
O 3.291359 -7.063360 -1.652289 -1.212 0.085 -2.058
C 0.504792 -5.204445 -0.424937 -0.163 0.205 0.372
C -9.140216 3.914418 -4.450467 -0.006 -0.003 0.008
H 1.240462 -4.844581 -2.496644 -0.588 -0.007 0.332
H 0.099597 3.354305 0.722848 -0.011 -0.014 0.011
C -0.275300 1.289392 0.261940 0.117 0.175 -0.044
H 6.772099 -5.122647 3.640764 -0.012 0.014 -0.002
H 5.281830 -4.163454 1.919011 -0.012 -0.001 0.020
C -8.326535 1.822546 -3.588827 -0.004 -0.015 0.021
C 9.335576 -0.765846 -1.002109 0.021 -0.010 -0.004
H -3.542855 1.710839 2.283711 0.009 0.010 -0.023
C -2.312763 0.382294 1.130356 -0.243 -0.333 -0.018
P -1.422486 -5.063545 -0.391830 0.063 0.984 1.422
C 5.522405 -3.591638 2.807385 -0.053 -0.026 -0.058
N 1.068170 -2.963794 -1.590890 0.088 -2.438 -0.977
H -10.259192 2.083886 -4.484095 0.018 0.004 -0.004
O 3.366885 -6.532362 0.568371 -0.805 1.346 1.596
H -8.471503 0.765906 -3.399798 -0.002 0.019 0.003
C 7.027885 -0.186867 -1.346911 -0.016 0.003 -0.004
C -7.950116 4.528099 -4.082947 -0.012 0.010 -0.002
C -1.755377 2.672401 1.567145 0.116 -0.081 -0.028
C -6.888769 5.098885 0.051097 -0.033 -0.021 0.015
C 4.991713 -2.320473 2.981225 0.010 -0.021 0.053
H 0.639110 1.164954 -0.305963 0.004 0.053 0.014
C -7.138134 2.437220 -3.218241 -0.006 -0.002 -0.001
S -1.886734 -3.557154 0.732277 -0.567 0.137 -0.621
H -7.934948 4.878718 -0.123006 0.022 -0.002 -0.013
H -6.356668 1.860966 -2.737735 -0.006 0.010 -0.013
H 5.681309 -0.708726 0.240694 0.038 -0.020 -0.011
C -1.143092 0.220796 0.402477 0.019 0.030 0.011
H -1.841744 -6.245119 0.267990 0.364 -0.212 -0.843
C -9.329651 2.561954 -4.200804 -0.007 0.002 -0.011
H -6.258603 3.064461 -0.215304 -0.008 0.020 -0.003
C 7.699782 -1.294715 0.679711 0.012 -0.002 0.050
H 7.448376 -1.723519 1.642120 -0.008 0.018 -0.012
H 10.361696 -0.777239 -1.348714 -0.019 -0.004 0.000
H -7.801800 5.582876 -4.279051 -0.001 -0.017 0.013
C -6.950710 3.790797 -3.463207 0.042 0.012 -0.020
```
Positions in Å, forces in eV/Å.

Mulliken population analysis, charges in e, atoms 1 to 8: 0.5171, -0.3135, 0.3724, -0.5369, 0.1829, 0.0834, 0.3553, -0.4773

---

A molecular structure, C28H69AlIN5O2P, computed with ωB97M-V/def2-TZVPD.

Charge = -1
Highest occupied orbital energy = -3.938 eV
Multiplicity = 1
HOMO-LUMO gap = 6.138 eV
LUMO = 2.20 eV
F_max = 0.36 eV Å⁻¹
Calculated total energy = -65689.329 eV

Geometry as XYZ:
```
107
Properties=species:S:1:pos:R:3:forces:R:3
C -0.744854 4.600513 1.419322 -0.012 -0.025 -0.044
N 1.128696 5.816297 -4.307768 0.065 -0.011 0.057
H 0.888475 5.001986 -1.004958 -0.008 0.009 0.002
N -0.292823 -3.831435 4.826909 0.034 0.042 -0.023
H 3.765024 -5.046707 2.377343 -0.024 -0.011 -0.018
H -1.989173 4.668234 3.209540 0.022 0.004 0.017
C 1.000054 -7.860269 5.436897 0.067 0.030 0.032
H 3.656124 8.116388 -3.799438 0.008 0.002 -0.018
H -0.339103 -3.819590 0.604604 0.044 -0.017 0.019
C -2.042240 -0.479326 -3.182125 0.025 0.026 0.023
H 2.938046 3.819145 -5.055790 -0.007 -0.010 -0.008
C -1.517113 7.437727 1.797168 -0.006 0.019 -0.029
C -1.068015 -1.534053 -1.180017 0.003 0.004 0.030
H 2.411779 3.710943 -6.732052 0.010 0.007 -0.007
H -0.659364 -9.151688 4.921770 -0.034 0.135 -0.069
C -2.403889 6.400037 1.126139 -0.006 -0.044 -0.028
H -1.274521 -6.508078 5.297827 -0.105 -0.087 -0.033
H 1.512552 -7.644844 6.381361 -0.113 0.105 0.008
H -0.201511 -4.801001 5.108908 0.001 0.088 0.021
H -4.242327 4.290434 0.795003 -0.006 -0.001 -0.010
H -2.767069 -4.615026 -0.691852 0.087 0.055 0.034
H 0.931269 5.743300 -6.360419 -0.005 -0.023 -0.010
H -0.918092 -6.792173 0.317680 -0.040 0.005 0.061
H 0.200438 2.460314 -1.665501 0.064 -0.007 0.004
H -0.316884 -9.038056 6.630594 -0.009 -0.110 -0.082
H -0.474424 -3.229881 5.619619 -0.066 -0.066 -0.038
C 2.551850 4.398397 -5.895601 -0.007 -0.006 0.008
H -4.176083 3.269614 -0.641770 -0.006 -0.008 0.005
H 4.156975 -1.847163 0.824581 -0.047 -0.002 0.032
H 2.516622 -4.403631 4.886345 -0.051 0.027 -0.046
H -2.117564 8.292112 2.113184 0.009 0.004 -0.004
C 3.591692 -2.533173 1.461285 0.062 0.149 -0.017
H 0.444680 4.292552 -5.505375 0.004 -0.004 0.003
C -0.016370 -4.870019 0.638990 -0.200 -0.037 0.003
H -1.752088 -2.384641 -1.207345 -0.009 0.012 -0.024
C -1.260562 0.913716 -1.355886 0.001 0.134 0.085
C -2.023336 -5.390793 -0.877844 -0.067 -0.028 -0.174
H 1.590832 7.594998 -5.232601 0.019 0.024 0.018
C -1.503599 -7.400289 5.879815 0.046 0.057 0.070
H -2.804346 5.155335 -1.170537 0.001 0.025 0.025
H -2.544531 -6.260820 -1.285822 -0.064 0.046 0.062
H 4.149021 -2.715460 2.380670 -0.003 -0.058 -0.042
H -3.158500 6.055325 1.852128 0.013 -0.020 0.001
H -3.238645 2.834570 0.778200 -0.006 0.012 0.011
H -1.219391 0.922943 -0.262016 -0.021 0.004 -0.009
H -2.620084 0.412787 -3.446277 -0.006 -0.015 -0.023
H 2.316623 4.611624 -2.994185 0.005 0.005 -0.016
O 2.374144 -3.467386 4.696274 0.071 -0.014 -0.019
H 0.935616 0.870982 -1.460292 -0.029 -0.026 0.002
H 0.651645 -5.008248 -0.226414 -0.011 0.059 0.033
H -3.741468 -1.784356 -2.914591 0.002 -0.005 -0.003
H 3.184300 -5.914685 0.913911 0.013 0.027 0.025
C -2.417663 4.493950 -0.387281 0.061 -0.022 -0.092
H -0.144836 6.091920 -1.925513 0.003 0.000 0.007
H -2.467352 -7.775574 5.534125 0.018 -0.043 0.027
I -2.571444 -5.738424 2.072237 -0.104 -0.073 0.112
H -0.541737 3.675921 3.360535 -0.004 -0.020 -0.006
H -1.332810 -5.017006 -1.641177 -0.001 -0.076 0.016
H -0.922537 -1.314141 -0.119508 0.014 -0.023 -0.003
H 3.586265 6.467143 -3.188565 0.000 0.023 0.015
H 1.078486 -1.283791 -1.543588 -0.017 0.018 -0.034
N -1.646062 5.317285 0.526712 -0.047 0.002 0.123
P 0.942168 -3.257082 3.783337 0.056 -0.081 0.170
N 3.114647 -3.828300 -0.563534 0.036 0.103 -0.147
H -2.268396 -2.634939 -3.388733 0.011 0.002 0.002
N -1.755229 -0.383996 -1.763128 0.038 -0.065 -0.057
C -2.846059 -1.721688 -3.535052 -0.024 0.024 0.004
C -1.224680 -5.747328 0.370100 0.352 -0.033 -0.066
C 3.280222 -3.809350 0.708378 -0.024 -0.145 0.221
C 1.808699 7.101371 -4.281359 -0.011 -0.012 -0.049
H 0.655946 4.114865 -3.259170 0.023 -0.013 -0.005
C 0.263160 -1.959351 -1.802689 0.023 -0.045 0.038
C 3.078843 -5.013398 1.526284 -0.016 0.023 -0.038
H -2.961865 6.875550 0.313522 -0.006 0.019 0.022
H 0.047920 5.289733 1.721762 -0.003 0.016 -0.006
H 0.535939 -2.947604 -1.431079 0.064 0.018 -0.002
C 0.090292 1.397857 -1.900475 -0.026 0.030 -0.011
C -0.398368 -8.445311 5.714010 0.018 -0.076 -0.036
H 1.536624 6.527938 -1.587120 0.010 -0.003 -0.007
C -3.582624 3.676602 0.179211 0.023 -0.008 -0.009
H 3.312055 5.122956 -6.186166 -0.003 0.003 0.011
C 1.290755 4.993852 -3.118711 -0.040 0.011 -0.014
H 2.663793 -2.041208 1.766385 -0.013 -0.032 -0.034
H 1.600465 -8.609906 4.904697 0.031 -0.029 0.120
Al 1.167684 -5.111151 2.258011 -0.056 0.136 -0.122
C -1.343021 3.965865 2.678950 0.008 0.014 0.003
C 1.216586 5.066920 -5.549073 -0.033 0.044 -0.011
H 3.887847 6.759200 -4.899659 -0.007 -0.022 0.008
H 0.223080 -7.530863 2.955325 0.002 0.083 -0.031
H 3.235332 -2.883861 -0.935034 0.001 -0.068 -0.010
H -1.713908 3.816786 -0.880487 -0.026 0.011 -0.024
H -1.137400 -0.454734 -3.812453 0.011 -0.003 0.023
H 0.150295 1.293262 -2.985938 -0.006 0.005 0.006
C 0.869733 5.701774 -1.841120 -0.003 -0.015 -0.023
H -1.622948 -7.104191 6.925072 0.059 0.061 -0.037
H 1.983272 -7.445285 3.044950 -0.072 -0.028 -0.022
H -1.926679 3.073432 2.460359 -0.015 0.017 -0.007
C 3.322606 7.103700 -4.034816 -0.011 -0.003 0.006
H -2.016065 1.655006 -1.642014 -0.041 -0.058 -0.011
H 0.208564 -2.019470 -2.892316 -0.040 -0.002 0.002
C 1.058800 -6.876817 3.251572 -0.033 -0.124 0.087
H -1.021378 7.040052 2.683503 -0.004 -0.008 0.002
H -3.147262 -1.685517 -4.583441 -0.008 -0.004 0.005
O 1.001255 -6.668287 4.686251 0.114 0.013 -0.066
H 1.336905 7.713509 -3.509111 -0.012 -0.010 0.010
H -0.749471 7.787221 1.104544 0.001 -0.001 0.007
H -0.256930 3.827424 0.818887 0.014 -0.008 0.036
```
Positions in Å, forces in eV/Å.

Mulliken population analysis, charges in e, atoms 1 to 8: -0.6270, 0.0737, 0.3092, -0.4226, 0.4471, 0.2808, -0.6891, 0.3786